(1)
A structure of composition C6H4, computed with ωB97M-V/def2-TZVPD.

Structure (XYZ):
```
10
Properties=species:S:1:pos:R:3:forces:R:3
C -2.74323 -0.06391 -0.57320 -0.1522 -0.9704 2.0268
C 0.56852 -1.18030 0.78567 -1.6758 -2.6658 1.2261
C -0.32778 -0.12974 0.53086 2.8296 -0.1491 -0.4083
C -1.69282 -0.22417 0.03533 0.8812 1.4027 -1.0138
C 1.10044 0.69810 0.25512 -2.1747 1.3960 -3.3950
C 1.50191 -0.67744 -0.06562 -0.0503 -0.2942 0.2718
H -3.82886 -0.19711 -0.56843 0.8496 0.3590 -0.7193
H 0.43040 -2.17505 1.20579 -0.1923 0.1339 -0.1216
H 1.20485 1.33315 -0.64217 -0.5054 0.2904 0.4732
H 1.58501 1.15520 1.05728 0.1904 0.4975 1.6603
```
Forces are in eV/Å.

Calculated values
Electronic energy in a.u.: -230.75845
Max |F| in eV/A: 4.3
HOMO energy (spin up / spin down) in eV: -8.87 / -8.87

natural (NBO) population analysis, charges in e, atoms 1 to 8:
1 C -0.1660
2 C -0.2577
3 C 0.0123
4 C -0.0651
5 C -0.4316
6 C 0.0210
7 H 0.2488
8 H 0.2135

=====

(2)
An isolated molecule of C6H4, computed with ωB97M-V/def2-TZVPD.

Structure (XYZ):
```
10
Properties=species:S:1:pos:R:3:forces:R:3
C 1.55233 -0.91227 1.04907 0.1768 -0.7328 -1.4756
C 1.39137 -1.24512 -0.22256 -0.4766 1.0142 2.3621
C -0.97060 0.32462 0.75987 1.7756 0.5678 -2.0284
C 0.43871 -0.10213 0.19504 -1.7659 1.7046 -1.1216
C -1.01735 0.25469 -0.64065 1.1163 -0.4563 1.0985
C -0.08527 1.29175 -0.08663 -0.7165 -4.6614 0.6215
H -1.52488 0.22173 1.63610 -0.4712 -0.0808 1.1109
H 1.65867 -1.83693 -1.07871 -0.2286 0.2367 -0.1759
H -1.50638 -0.29376 -1.42391 0.2254 0.2329 -0.2795
H 0.06341 2.29742 -0.18763 0.3647 2.1750 -0.1118
```
Forces are in eV/Å.

Calculated values
Electronic energy in a.u.: -230.68314
Max |F| in eV/A: 4.8
HOMO energy in eV: -8.25

natural (NBO) population analysis, charges in e, atoms 1 to 8:
1 C -0.0284
2 C -0.3560
3 C -0.1816
4 C -0.1244
5 C -0.1008
6 C -0.2158
7 H 0.2572
8 H 0.2490

=====

(3)
A cluster of 13 separate species, C6H40NO13 in total, computed with ωB97M-V/def2-TZVPD.

Structure (XYZ):
```
60
Properties=species:S:1:pos:R:3:forces:R:3
C 1.76357 -0.71873 1.98630 -2.8812 -0.8436 -1.4706
O 1.98812 0.06590 3.10484 -1.6789 0.9782 1.8074
C 0.63051 -0.00930 1.06246 0.5912 -1.1794 0.9029
C 0.45265 -0.85042 -0.21848 1.4084 1.8001 -1.5976
C 1.79487 -1.18526 -0.89812 2.7357 -2.0800 -0.0947
C -0.34562 -0.05455 -1.27414 -1.2458 0.8059 0.7420
C -1.13711 -0.97883 -2.17389 0.1118 -2.1229 0.2746
N 1.07837 1.39911 0.76993 2.7787 -1.1799 2.0283
H 1.33903 -1.81450 2.10384 0.7257 1.8992 0.5205
H 2.72047 -0.86729 1.47360 -0.2682 0.4760 0.0328
H 1.11409 0.41167 3.51448 2.0755 -1.1756 -1.0234
H -0.38819 0.08573 1.56785 1.5519 -0.2261 -0.3968
H -0.04633 -1.74924 0.08263 -0.4363 -0.4427 0.1155
H 1.91269 -1.55055 -1.96224 -1.5138 0.0486 0.9977
H 2.53424 -0.39280 -1.01055 -0.5333 0.6039 0.6970
H 2.43008 -1.96814 -0.36437 -1.0808 0.6987 -0.2930
H -1.07226 0.63452 -0.70884 1.4716 -0.8972 -0.8925
H 0.34972 0.54680 -1.93910 -0.8263 -0.2822 1.0966
H -1.89582 -0.49954 -2.78758 0.3636 0.0852 -0.2869
H -1.64104 -1.83822 -1.64187 0.1994 1.5644 -0.1756
H -0.39002 -1.57511 -2.73538 -0.4578 0.5893 -0.5525
H 1.01038 2.05745 1.58675 -0.0822 -1.1015 -0.9804
H 0.58773 1.82068 0.03328 -1.1537 1.1352 -1.5439
H 2.09571 1.32227 0.45320 -1.4941 0.5323 0.0957
H 3.57266 1.73496 -0.91217 6.3834 -1.4169 3.0090
H 2.75141 1.29254 -2.06981 -0.0560 1.3088 0.9349
O 2.81112 1.93176 -1.27423 -6.0452 0.3925 -4.1795
H 4.31100 1.82507 1.44885 -0.2791 0.5623 0.7122
H 5.43074 1.38541 0.57967 0.4495 -0.1166 -0.1607
O 4.60058 1.07673 0.94304 -0.1343 -0.3949 -0.4716
H -1.31347 3.05646 -0.81381 0.1009 -1.0427 0.5106
H -0.60447 4.30178 -0.93085 1.0031 -1.7466 1.8690
O -0.55593 3.45889 -0.33466 -0.6487 2.8797 -2.3378
H -3.79514 -1.36749 2.25122 4.1444 -2.4605 0.5815
H -4.94381 -1.29230 1.42203 0.3110 0.9251 1.6415
O -4.57186 -0.92251 2.29442 -4.1791 1.0823 -1.9481
H -1.00271 -3.47271 -0.79057 -1.0478 -0.1571 0.8533
H -2.04519 -3.34883 0.44912 0.8582 -0.1901 0.0055
O -1.93367 -3.57468 -0.48766 0.3256 -0.2182 -0.2965
H -3.63372 0.37711 1.42370 -1.0688 2.3077 -0.6434
H -4.47304 1.74291 1.42714 -0.2199 -0.3497 0.2288
O -3.74238 1.30460 0.98739 0.9582 -1.4636 0.2234
H -2.07055 2.38350 1.58996 -0.6034 -0.6462 -0.5957
H -1.09119 2.82843 2.58080 0.1233 -1.0436 -0.3944
O -1.29286 2.03000 2.03057 0.4879 1.6474 1.4443
H -2.19954 -3.36104 3.23166 -0.9992 -2.1823 1.7620
H -1.37564 -2.15573 3.16114 1.4557 1.4771 1.2693
O -1.92026 -2.70406 2.65924 -0.5301 0.7321 -3.1934
H -3.20187 2.58586 -1.36382 -3.2426 1.8422 0.6370
H -2.61849 1.23075 -0.95093 -0.5823 1.0922 -0.3759
O -2.49329 2.04013 -1.49457 2.8246 -2.6221 -0.6197
H 2.05898 -0.23743 -3.73856 -0.5604 -0.4241 -0.2862
H 3.58819 -0.24330 -3.45519 -1.2006 0.5416 0.0247
O 2.77820 0.34179 -3.52322 1.5053 -0.0631 0.2377
H 5.71449 -1.72250 -2.98755 -0.2317 0.1165 -0.0563
H 5.45558 -0.61190 -3.96678 2.0009 2.1757 -2.5768
O 5.03842 -1.15318 -3.37694 -1.4500 -2.3017 2.4826
H -3.43229 -2.45302 -0.46446 2.1756 -1.1804 -0.1166
H -4.71540 -2.19560 -0.97303 -1.4146 -0.0042 -0.8940
O -4.14729 -1.88511 -0.29169 -0.9752 1.2559 0.7160
```
Forces are in eV/Å.

Calculated values
Total charge: +1
Electronic energy in a.u.: -1285.18817
Max |F| in eV/A: 7.4
HOMO energy in eV: -13.30

natural (NBO) population analysis, charges in e, atoms 1 to 8:
1 C -0.0699
2 O -0.7121
3 C -0.0622
4 C -0.2491
5 C -0.6716
6 C -0.4101
7 C -0.6374
8 N -0.7278

=====

(4)
An isolated molecule of C6H4Br4O2, computed with ωB97M-V/def2-TZVPD.

Structure (XYZ):
```
16
Properties=species:S:1:pos:R:3:forces:R:3
C 0.39874 -0.76877 -1.09777 -0.0898 2.4802 0.2100
C 0.27185 0.55768 -1.24295 -0.4722 1.2020 2.4011
C -0.98362 0.97818 0.95291 0.8795 2.9671 -0.3679
C -1.17162 -0.23922 1.21679 2.3398 -4.3042 -1.4383
C 0.06542 1.56676 -0.01549 1.0463 -0.9485 -1.2262
C 0.42852 -1.60574 0.06387 -2.3117 2.3939 1.5882
O 1.34505 1.80933 0.66480 -1.6170 -0.1661 -0.0600
O -0.28381 -2.75131 -0.09923 1.1719 0.4199 0.3135
Br -0.00221 1.46222 -2.88363 0.2181 -0.5412 -0.0366
Br -2.06537 2.35710 1.71702 -0.2798 0.1446 0.1344
Br -2.28585 -1.48118 1.85264 -0.7473 -0.0658 0.7766
Br 2.04774 -1.55411 1.06217 -0.3875 -0.5254 0.0616
H 0.28212 -1.31581 -1.94252 -0.1057 -1.6982 -2.7922
H -0.42133 2.49783 -0.42206 0.9355 -0.7446 0.4197
H 2.07066 1.96279 0.04521 -0.5030 -0.0313 -0.2479
H 0.30370 -3.47574 0.12822 -0.0769 -0.5825 0.2639
```
Forces are in eV/Å.

Calculated values
Electronic energy in a.u.: -10677.39480
Max |F| in eV/A: 5.1
HOMO energy (spin up / spin down) in eV: -8.09 / -8.10

natural (NBO) population analysis, charges in e, atoms 1 to 8:
1 C -0.3576
2 C -0.0331
3 C -0.2058
4 C -0.1569
5 C 0.0284
6 C 0.2645
7 O -0.7140
8 O -0.6710